Record 1
Here is the molecule C2H4N2O2 from the OMol25 dataset. Energies are from the ωB97M-V functional and the def2-TZVPD basis.

```
! wB97M-V def2-TZVPD RIJCOSX def2/J DEFGRID3
* xyz 0 1
O 1.50920 1.45113 -0.74908
C 0.54213 0.86952 -0.45514
C -0.89408 0.69398 -0.40580
N -0.29959 0.41117 0.94082
N 0.00982 -0.88563 1.14554
O 0.90798 -1.26792 -0.17106
H -1.45283 1.62587 -0.42245
H -1.33833 -0.11250 -0.99158
H -0.78094 -1.49352 0.89834
H 1.79664 -1.29209 0.21042
*
```

Energy above the lowest of the compared OMol25 structures with the same formula, charge and spin   150.16 kcal/mol
Kohn-Sham gap   10.0 eV
E_HOMO   -9.330 eV
E   -9208.7112 eV
Maximum force   2.050 eV Å⁻¹

---

Record 2
Here is a structure of composition C10H21AuCl3IO3P2 from the OMol25 dataset. Energies are from the ωB97M-V functional and the def2-TZVPD basis.

```
! wB97M-V def2-TZVPD RIJCOSX def2/J DEFGRID3
* xyz 2 3
C -2.47908 -1.33763 -1.14596
I -0.63511 -3.17603 -2.06239
H -2.50400 -0.32261 -0.69880
H -3.05715 -2.07238 -0.55737
H -2.80800 -1.27231 -2.19104
Au -0.43819 -1.02334 -0.60796
P -1.15544 -1.07378 1.70736
C -0.31793 -2.43744 2.58900
C -0.72660 0.39310 2.71373
H -1.24210 0.30837 3.68312
H -3.23931 -1.67634 2.86527
H -1.04169 1.29944 2.17327
H -3.45025 -0.39486 1.63373
H 0.75567 -2.20481 2.64718
H 0.36426 0.44735 2.86930
C -2.95219 -1.34983 1.85649
H -0.74536 -2.49166 3.59628
H -3.27060 -2.09982 1.12518
H -0.47771 -3.37800 2.04456
P 0.27436 0.68895 -2.23647
C 1.61158 0.02016 -3.27034
C -1.11194 0.99911 -3.38180
H 0.05713 2.87159 -1.17235
H 1.26666 2.92978 -2.49541
H 1.66166 2.17803 -0.91350
C 0.87095 2.31758 -1.66457
H -1.83455 1.66301 -2.87669
H -0.83068 1.47701 -4.34548
H 1.97438 0.74273 -4.02822
H 1.26371 -0.89634 -3.78118
H -1.61525 0.03983 -3.59069
H 2.45678 -0.24899 -2.61213
C 1.58309 -1.69107 0.07609
O 2.13102 -2.64822 -0.32691
Cl 3.26582 0.14935 3.94672
C 3.45655 0.94832 2.34751
Cl 3.15343 2.71717 2.45595
Cl 5.09471 0.60567 1.70607
C 2.35044 0.33283 1.37164
O 2.61753 -0.93588 1.08673
O 1.38573 0.96678 0.95160
*
```

Energy above the lowest of the compared OMol25 structures with the same formula, charge and spin   19.48 kcal/mol
Kohn-Sham gap (spin up / spin down)   7.3 / 4.7 eV
Expectation value of S²   2.03
E_HOMO (spin up / spin down)   -15.870 / -15.881 eV
E   -84771.4222 eV
Maximum force   2.732 eV Å⁻¹

---

Record 3
Here is a cluster of 3 separate species, C3H12O3 in total from the OMol25 dataset. Energies are from the ωB97M-V functional and the def2-TZVPD basis.

```
! wB97M-V def2-TZVPD RIJCOSX def2/J DEFGRID3
* xyz 0 1
C -1.68333 0.84968 0.13231
O -0.64248 -0.06905 -0.21790
H -2.49223 0.30186 0.61674
H -1.30584 1.69724 0.70515
H -2.07755 1.22122 -0.81739
H -0.63294 -0.83888 0.37243
C 0.36342 -3.24544 -0.24626
O -0.16219 -2.58625 0.89447
H 1.25597 -3.85470 -0.06549
H -0.39535 -3.91038 -0.67145
H 0.67052 -2.49640 -0.97234
H -0.30546 -3.21411 1.60586
C 1.30034 3.07064 -0.23460
O 1.73900 1.73176 -0.11395
H 0.85637 3.40725 0.71031
H 2.09243 3.68421 -0.64164
H 0.42839 3.12813 -0.90769
H 0.99092 1.12324 -0.14856
*
```

Energy above the lowest of the compared OMol25 structures with the same formula, charge and spin   28.96 kcal/mol
Kohn-Sham gap   10.2 eV
E_HOMO   -9.623 eV
E   -9446.7705 eV
Maximum force   1.836 eV Å⁻¹

---

Record 4
Here is a structure of composition C24H66CuN6O10S from the OMol25 dataset. Energies are from the ωB97M-V functional and the def2-TZVPD basis.

```
! wB97M-V def2-TZVPD RIJCOSX def2/J DEFGRID3
* xyz -1 1
Cu 0.86245 0.76872 -0.89866
S -0.53152 3.49268 -3.40750
O -0.94972 4.78506 -2.99394
O 0.90360 3.32945 -3.00739
O -1.27459 2.53842 -2.61593
O -0.74644 3.27812 -4.83557
C 5.50416 0.85206 -3.58015
C 5.87349 0.72441 -2.01726
C 6.96939 1.59638 -1.51330
O 6.97993 1.76481 -0.14638
C 7.20771 0.59423 0.56357
N 4.64045 1.10720 -1.37147
H 4.88415 1.69889 -3.87437
H 5.00769 -0.06566 -3.89543
H 6.39089 1.03499 -4.18707
H 6.17970 -0.29871 -1.79920
H 6.86107 2.65489 -1.74978
H 7.90497 1.37016 -2.02477
H 7.35919 -0.27078 -0.08212
H 6.38113 0.26138 1.19132
H 8.09511 0.68887 1.18940
H 4.09847 1.77810 -1.89708
H 4.85502 1.58032 -0.50532
C -4.78071 -2.21530 -3.14861
C -4.86645 -1.76630 -1.72930
C -5.41694 -2.81962 -0.81022
O -6.73615 -3.11879 -1.16165
C -7.43843 -4.11687 -0.48051
N -3.55152 -1.21970 -1.39037
H -5.82570 -2.17675 -3.45622
H -4.48977 -3.26462 -3.19735
H -4.20220 -1.58732 -3.82616
H -5.52285 -0.90352 -1.61596
H -5.36880 -2.46325 0.21875
H -4.81287 -3.72620 -0.84646
H -8.22653 -4.42368 -1.16816
H -8.01494 -3.58911 0.27923
H -6.77673 -4.92180 -0.16060
H -3.24763 -0.55724 -2.08958
H -3.80212 -0.61882 -0.61819
C 0.87584 -2.00390 -4.59708
C 1.21024 -3.23014 -3.70934
C 2.14485 -4.35726 -4.21955
O 2.51374 -5.32349 -3.21785
C 1.53346 -6.22537 -2.83205
N 1.76857 -2.65073 -2.54154
H 0.37856 -2.43592 -5.46551
H 1.85343 -1.60115 -4.86205
H 0.33124 -1.17270 -4.14918
H 0.22056 -3.60759 -3.45209
H 3.04945 -3.91724 -4.63929
H 1.77252 -4.81273 -5.13717
H 0.94110 -6.79266 -3.54995
H 0.89535 -5.72506 -2.10362
H 1.99010 -6.95308 -2.16122
H 2.52569 -2.09441 -2.91220
H 2.20139 -3.31918 -1.92030
C -5.58970 3.48400 -0.61667
C -4.97648 3.60139 0.75995
C -5.60464 2.58544 1.75903
O -7.05900 2.71351 1.95209
C -7.50891 2.25402 3.23955
N -3.51048 3.46069 0.72165
H -5.26962 2.55291 -1.08436
H -5.36409 4.45532 -1.05681
H -6.67828 3.51499 -0.57045
H -5.23072 4.63044 1.01398
H -4.92273 2.58693 2.60938
H -5.44656 1.57518 1.38155
H -8.38692 2.87342 3.42270
H -6.73807 2.39650 3.99692
H -7.73612 1.18972 3.17825
H -3.12220 4.30220 0.32015
H -3.15734 2.86599 -0.01437
C 3.16027 2.76598 3.18564
C 1.92595 3.53681 3.20172
C 2.03398 5.04025 3.48711
O 2.52866 5.23545 4.86127
C 3.23458 6.51408 5.07545
N 1.37158 3.43692 1.89158
H 3.84005 3.21943 2.46427
H 3.05369 1.68157 3.15682
H 3.60764 2.91938 4.16770
H 1.33402 3.17491 4.04240
H 1.03703 5.45004 3.32513
H 2.81558 5.51099 2.89078
H 4.17989 6.48364 4.53363
H 3.62575 6.57796 6.09083
H 2.71683 7.40219 4.71313
H 1.79746 4.16080 1.33057
H 0.38645 3.65830 1.91608
C -0.71290 -3.28893 3.14409
C 0.47316 -2.49492 2.89577
C 1.57371 -3.29212 2.08486
O 2.14083 -4.47831 2.80265
C 3.19198 -4.25496 3.66914
N 0.01981 -1.39270 2.09960
H -1.10192 -3.82852 2.28061
H -1.52493 -2.67602 3.53529
H -0.51792 -4.01361 3.93460
H 1.00240 -2.05265 3.73981
H 2.29354 -2.64762 1.58031
H 1.07928 -3.73628 1.22094
H 4.14413 -3.86564 3.30867
H 3.23641 -5.22037 4.17324
H 2.91405 -3.47532 4.37837
H -0.66985 -0.88973 2.63950
H -0.47168 -1.75645 1.29571
*
```

Energy above the lowest of the compared OMol25 structures with the same formula, charge and spin   252.23 kcal/mol
Kohn-Sham gap   3.8 eV
E_HOMO   -3.058 eV
E   -110839.4793 eV
Maximum force   4.785 eV Å⁻¹

---

Record 5
Here is a cluster of 2 separate species, C3H12NO in total from the OMol25 dataset. Energies are from the ωB97M-V functional and the def2-TZVPD basis.

```
! wB97M-V def2-TZVPD RIJCOSX def2/J DEFGRID3
* xyz 1 1
C 2.47148 -0.24408 0.55702
O 1.25588 -0.71009 1.14507
H 2.58874 0.83356 0.65747
H 2.46090 -0.51712 -0.50455
H 3.32396 -0.77094 0.96885
H 1.01524 -0.16540 1.90011
C -1.60549 1.10077 0.24710
C -1.35148 0.34004 -1.03604
N -0.67498 -0.96829 -0.73158
H -1.78262 0.48832 1.13451
H -2.45343 1.75555 0.09987
H -0.76915 1.73524 0.50003
H -0.68990 0.88729 -1.70220
H -2.29401 0.08298 -1.50023
H 0.23069 -0.82705 -0.18844
H -1.22458 -1.44919 -0.01693
H -0.50124 -1.57159 -1.53007
*
```

Energy above the lowest of the compared OMol25 structures with the same formula, charge and spin   20.24 kcal/mol
Kohn-Sham gap   12.0 eV
E_HOMO   -15.257 eV
E   -6836.5368 eV
Maximum force   1.249 eV Å⁻¹

---

Record 6
Here is a structure of composition C22H28N2NaOS6 from the OMol25 dataset. Energies are from the ωB97M-V functional and the def2-TZVPD basis.

```
! wB97M-V def2-TZVPD RIJCOSX def2/J DEFGRID3
* xyz -1 1
Na -0.97088 -0.23352 -0.12524
C -4.35473 1.46030 -0.54408
C -4.51722 1.42068 -2.06262
S -3.70054 -0.00547 -2.81625
C -2.68464 0.75934 -4.09815
C -1.41495 -0.06446 -4.32110
S -0.34584 -0.24366 -2.88058
C 0.92442 0.99254 -3.19487
C 0.48552 2.45561 -3.14620
S 0.02652 3.00572 -1.48010
C -1.62717 3.67594 -1.74497
C -2.45171 3.54051 -0.46567
S -2.71782 1.85364 0.10476
H -4.56101 0.47735 -0.11176
H -5.08544 2.15292 -0.11856
H -4.13351 2.33184 -2.52397
H -5.58439 1.38892 -2.29017
H -2.42465 1.76577 -3.77761
H -3.23697 0.83969 -5.03721
H -0.83989 0.35473 -5.15163
H -1.69053 -1.07677 -4.62506
H 1.40257 0.79343 -4.15757
H 1.66296 0.79135 -2.41591
H -0.36329 2.63146 -3.80895
H 1.30131 3.08080 -3.51365
H -2.09465 3.11272 -2.54825
H -1.58818 4.72537 -2.04599
H -3.42046 4.03200 -0.58691
H -1.94995 4.06275 0.35178
S -2.72894 -2.07728 0.19157
C -1.68766 -2.80668 1.36438
S -0.23609 -2.01065 1.99111
C -1.95886 -4.06930 1.87262
C -1.05770 -4.76212 2.75853
N -0.35370 -5.36326 3.44685
C -3.15985 -4.78295 1.51609
N -4.11195 -5.38629 1.27200
C 5.27447 -0.29957 4.67067
C 4.26818 -0.54100 3.57605
C 4.18304 -1.76525 2.93373
C 3.23793 -2.00434 1.93851
C 3.13869 -3.39401 1.35897
C 2.36848 -0.97563 1.55830
C 1.39488 -1.23617 0.43481
O 0.99781 -0.28737 -0.29101
C 2.40887 0.25944 2.22393
C 1.42901 1.37590 1.94845
C 3.36425 0.45152 3.21435
H 6.05756 -1.05868 4.66626
H 4.80110 -0.32229 5.65538
H 5.75166 0.67683 4.56600
H 4.85647 -2.56768 3.21918
H 3.93779 -4.02061 1.75659
H 3.21465 -3.41193 0.27059
H 2.18037 -3.84951 1.62692
H 1.48217 -2.23309 0.00281
H 1.48789 1.73310 0.92306
H 1.61759 2.20575 2.63324
H 0.40352 1.03214 2.10977
H 3.39349 1.40948 3.72679
*
```

Energy above the lowest of the compared OMol25 structures with the same formula, charge and spin   10.14 kcal/mol
Kohn-Sham gap   5.8 eV
E_HOMO   -4.179 eV
E   -97726.9655 eV
Maximum force   1.481 eV Å⁻¹

---

Question: energy above the lowest of the compared OMol25 structures with the same formula, charge and spin of number 4 (C24H66CuN6O10S)?
Answer: 252.23 kcal/mol

---

Question: Which of these has the highest energy above the lowest of the compared OMol25 structures with the same formula, charge and spin?
Answer: C24H66CuN6O10S